Density functional theory data (ωB97M-V/def2-TZVPD) for a molecular structure, C26H44HgO32PS5 in a non-equilibrium geometry.

The geometry in XYZ format:
```
109
Properties=species:S:1:pos:R:3:forces:R:3
Hg 0.5523 -2.3417 2.8478 0.27 -0.43 0.57
P -0.6176 -0.5262 0.2630 -1.16 0.78 -1.16
O 0.5073 -1.5274 -0.0231 0.21 -0.35 -0.64
O -1.2572 0.1872 -0.9231 1.23 -0.51 1.86
O -0.0568 0.1901 1.5170 -0.58 0.64 -0.80
O -1.5768 -1.5089 0.9898 -0.10 -0.02 -0.08
C -2.6803 -3.9764 -2.6551 2.12 0.50 0.98
C -1.5087 -4.9789 -2.3158 -1.60 1.61 1.68
O -1.5545 -5.8698 -3.3363 -0.48 -3.23 -3.44
S -3.0624 -6.1494 -4.0265 0.02 1.27 1.42
O -3.8284 -7.0901 -3.1931 1.73 1.86 -2.08
O -2.9981 -6.2898 -5.4906 0.12 0.35 3.69
O -3.4944 -4.5779 -3.6050 -1.13 -2.03 -1.61
H -2.1714 -3.1163 -3.0904 -0.47 0.24 -0.21
H -3.2144 -3.6526 -1.7618 -0.20 -0.25 -0.17
H -1.6783 -5.4591 -1.3521 0.02 -0.11 0.04
H -0.5453 -4.4696 -2.2899 -0.08 -0.10 -0.18
C 0.1208 -0.0368 -5.5841 0.05 -0.29 1.04
C 0.4984 -1.4264 -6.0640 -0.79 -1.00 -0.81
O 1.0809 -1.2354 -7.3594 1.94 0.41 -0.65
S 1.9278 0.1700 -7.3198 -1.34 0.95 -0.03
O 2.1358 0.7014 -8.6686 -0.87 -1.41 3.04
O 2.9842 0.2031 -6.3415 -0.47 -0.75 -1.17
O 0.6498 0.8499 -6.5315 1.17 1.43 -1.36
H 0.5576 0.0527 -4.5894 0.02 0.69 0.01
H -0.9475 0.1710 -5.5238 0.09 -0.23 -0.10
H -0.3904 -2.0270 -6.2577 0.12 -0.12 0.08
H 1.1774 -1.9876 -5.4219 0.04 0.30 0.04
C -4.5269 1.7601 1.6840 0.51 -1.10 -0.27
C -5.4763 0.5437 1.4216 1.52 0.42 0.44
O -6.7672 1.0620 1.6532 -1.65 0.58 0.44
S -6.8264 2.2399 2.7919 0.06 0.78 0.02
O -7.0222 1.6141 4.1065 0.94 1.16 -2.57
O -7.7046 3.3765 2.4558 2.07 -3.01 0.34
O -5.2629 2.7068 2.4327 -1.94 0.15 1.34
H -4.1188 2.2515 0.8008 -0.42 -0.02 -0.13
H -3.6726 1.4097 2.2632 -0.03 0.10 0.12
H -5.1954 -0.2689 2.0916 -0.46 0.14 0.56
H -5.3695 0.0639 0.4487 -0.45 0.74 -0.31
C 4.9855 -0.6926 -1.7224 -0.31 1.39 -0.18
C 4.3657 0.5906 -1.1482 0.87 0.37 0.13
O 5.5068 1.4936 -0.6829 0.50 -1.97 -0.58
S 7.0024 0.9025 -1.2137 -2.49 0.16 -1.58
O 7.7874 0.3278 -0.1582 -1.03 0.47 -0.76
O 7.5842 1.8683 -2.1196 -0.63 -1.24 1.38
O 6.2772 -0.2559 -2.1881 1.11 0.11 1.15
H 4.4008 -0.9472 -2.6064 0.28 -0.15 -0.08
H 4.9204 -1.5309 -1.0289 0.86 0.07 0.11
H 3.6678 0.3399 -0.3493 0.40 0.43 0.37
H 3.8169 1.1085 -1.9347 0.33 0.34 0.14
C 0.2777 5.2669 -0.2198 0.25 -0.05 0.65
C -0.5260 5.4229 1.0474 -0.28 -1.49 0.00
O -0.0700 6.5532 1.7359 1.01 1.83 -0.22
S 0.2983 7.7081 0.6371 0.36 -0.18 -0.40
O 1.4648 8.5069 0.9807 -1.80 -1.95 -0.37
O -0.9191 8.3928 0.3049 0.94 -0.61 -0.01
O 0.6901 6.5908 -0.5475 -0.21 1.57 0.36
H -0.3948 4.7770 -0.9240 0.39 0.45 -0.59
H 1.1641 4.6550 -0.0524 0.08 0.11 -0.20
H -0.2970 4.5612 1.6744 -0.59 0.08 0.16
H -1.5710 5.4939 0.7456 -0.18 0.18 0.61
O 4.2996 -0.9119 3.9478 2.14 4.45 -0.19
C 4.8770 0.2164 4.0278 -3.14 -4.92 1.20
O 6.1846 0.2833 4.2357 1.12 1.70 -0.13
C 6.5853 1.7065 4.3863 0.36 -0.71 -1.19
C 5.3722 2.5309 4.0771 0.18 1.70 1.28
C 4.2260 1.5686 4.1658 -0.85 0.99 -1.24
H 7.2962 1.9923 3.6110 0.67 -0.75 0.38
H 6.9608 1.8950 5.3921 0.08 -0.46 -0.13
H 5.4276 3.1651 3.1924 0.07 -0.79 -0.54
H 5.4111 3.3077 4.8407 -0.74 0.03 0.33
H 3.5559 1.7825 3.3332 -0.14 -0.52 -0.10
H 3.5909 1.7468 5.0336 0.29 -0.75 0.28
O 2.8971 -5.4589 1.4243 1.29 -2.65 -2.33
C 3.4249 -6.3042 0.6911 -1.07 2.25 2.39
O 2.8841 -7.5615 0.4972 0.21 1.39 -0.77
C 3.7097 -8.2771 -0.4386 0.70 -0.44 1.29
C 5.0879 -7.6696 -0.2610 0.67 0.73 -0.33
C 4.8188 -6.1751 0.0156 -1.62 -1.51 0.52
H 3.4118 -8.2391 -1.4864 -0.62 0.10 0.19
H 3.7176 -9.2826 -0.0179 -0.17 -0.23 -0.70
H 5.6954 -7.7975 -1.1569 0.16 -0.21 0.16
H 5.5765 -8.1095 0.6083 0.11 -0.06 -0.13
H 4.6775 -5.6263 -0.9155 0.34 0.32 0.20
H 5.4777 -5.7349 0.7640 0.02 0.28 -0.52
O -0.9364 -1.1762 6.2497 -3.65 -0.09 1.79
C -2.0682 -1.1501 6.7776 4.35 1.19 -2.18
O -2.2406 -1.4013 8.0829 1.52 -0.42 -0.16
C -3.5691 -1.3437 8.4906 -0.72 0.48 -1.45
C -4.3279 -0.8171 7.2016 -1.44 0.27 2.58
C -3.3764 -0.7783 6.0865 1.27 -1.70 0.06
H -3.6047 -0.6609 9.3395 -0.38 -0.28 0.07
H -3.9091 -2.3586 8.6966 -0.01 0.13 0.52
H -4.6559 0.1983 7.4237 -0.63 -0.23 -0.05
H -5.1335 -1.5440 7.0978 -0.40 0.68 -0.45
H -3.3579 0.1360 5.4932 0.28 -0.32 0.07
H -3.5038 -1.6829 5.4919 -0.21 0.34 -0.78
O -4.6806 5.9069 -1.8086 0.00 -1.50 -2.54
C -4.6555 5.4148 -2.9372 0.74 0.01 2.83
O -4.8786 6.1672 -4.0107 -0.72 2.60 -0.22
C -4.8826 5.4911 -5.2480 0.48 -2.07 0.58
C -3.9656 4.3175 -4.8283 -0.28 -0.60 -3.09
C -4.3205 3.9826 -3.4572 -0.41 0.84 1.34
H -4.5577 6.0259 -6.1405 0.42 0.63 0.67
H -5.9093 5.1949 -5.4633 -0.11 -0.33 0.05
H -2.9187 4.6200 -4.8538 -0.03 0.07 -0.39
H -4.1375 3.4195 -5.4216 0.43 0.16 -0.56
H -3.4529 3.4500 -3.0677 -0.48 0.21 1.02
H -5.2224 3.3709 -3.4353 0.00 -0.07 0.33
```
Forces are in eV/Å.

## Properties
LUMO level	-1.635	eV
2S+1	1
E_HOMO	-5.16	eV
orbital gap	0.1294	hartree
total charge	-1
strongest force on any atom	6.0	eV/A

=====

Density functional theory data (ωB97M-V/def2-TZVPD) for 6 unconnected molecules or ions with the total composition C49H96BN2O6 in a non-equilibrium geometry.

The geometry in XYZ format:
```
154
Properties=species:S:1:pos:R:3:forces:R:3
C -2.2964 -3.0854 -0.4721 -0.34 0.89 0.88
C -2.5269 -2.1968 0.5707 1.00 -0.98 -0.27
C -2.0259 -2.3843 2.0272 -1.84 -1.14 0.21
O -1.4708 -3.6311 2.4073 -0.15 0.36 -1.10
B -1.1168 -3.4258 3.8339 2.08 0.26 -1.60
C 0.2323 -4.2623 4.2904 0.88 -0.26 -0.59
O 0.2281 -4.6398 5.7238 0.97 0.92 0.18
C 0.4053 -3.5212 6.5183 -1.34 0.19 0.10
C 1.7517 -2.7433 6.6568 0.27 0.18 0.34
O -0.5549 -3.1304 7.1466 0.97 -0.19 0.04
O -2.3302 -3.7956 4.6372 -0.79 -3.20 -0.27
C -2.5487 -5.0989 4.3213 0.53 3.77 0.65
N -2.6849 -6.1710 3.9265 -0.32 -0.59 0.25
O -0.6695 -2.0157 3.8267 -0.40 1.76 -0.27
C -0.9098 -1.3407 2.5915 -1.60 -1.16 -0.12
C -1.6548 0.0297 2.8237 -0.24 0.15 0.88
C -1.2003 0.8166 4.1061 0.00 1.47 -0.09
C -0.0874 1.9442 3.8075 -0.48 -0.97 0.58
C 1.0490 1.7446 4.8915 -0.61 0.22 -0.80
C 2.2108 2.7895 4.7990 0.20 -1.34 2.01
O 1.7208 4.1118 5.1269 0.65 -0.25 -1.84
C 1.9236 4.9263 3.9536 -1.04 0.13 0.07
C 0.3317 -1.3576 1.5985 -1.48 1.14 0.79
C 0.1940 -0.4834 0.4266 3.28 -1.02 -1.60
C 1.3094 -0.5009 -0.5553 0.00 -3.11 4.35
C 2.4144 -1.4793 -0.1099 -1.03 1.19 -0.66
C 2.3972 -2.2436 1.1179 -1.09 1.55 -1.83
N 1.3378 -2.1749 1.9743 0.25 1.09 -1.83
H -2.6005 -4.1567 -0.3838 1.83 0.64 0.33
H -1.7993 -2.6804 -1.3894 -1.87 -0.36 0.04
H -3.1067 -1.2518 0.3636 1.85 -0.15 0.08
H -2.9619 -2.3159 2.6585 0.83 0.82 -0.10
H 0.3773 -5.1798 3.6491 -0.15 0.61 1.07
H 1.1609 -3.6324 4.1563 -1.09 -0.57 -0.23
H 2.5701 -3.3784 7.1060 -0.83 0.44 -0.80
H 1.5761 -1.9103 7.3967 -0.05 -0.95 -0.81
H 2.0912 -2.2503 5.7068 -0.31 -0.81 0.72
H -1.6206 0.7373 1.9532 0.10 -0.74 0.65
H -2.7474 -0.2243 2.9656 1.15 0.16 -0.16
H -2.0816 1.3928 4.5234 0.72 -0.83 -0.46
H -0.8288 0.1791 4.9450 -0.44 0.10 -1.00
H -0.5802 2.9570 3.8856 0.74 -0.92 -0.08
H 0.2628 1.7944 2.7517 0.07 0.24 0.94
H 1.3979 0.6721 4.7985 0.00 1.21 0.00
H 0.5329 1.7932 5.8963 0.75 0.21 -0.91
H 2.9477 2.5236 5.6199 -0.60 0.27 -0.89
H 2.7856 2.7379 3.8391 -0.74 0.20 0.61
H 1.5398 4.3554 3.0550 0.67 0.69 0.71
H 3.0113 5.1956 3.8595 -1.01 -0.10 -0.14
H 1.2557 5.8301 4.0451 0.96 -0.71 0.04
H -0.6872 0.1655 0.2221 0.79 -0.83 0.49
H 1.3208 0.0859 -1.4976 0.14 -0.59 0.87
H 3.3015 -1.6137 -0.7835 -0.92 0.22 0.71
H 3.2532 -2.9263 1.3522 -0.97 0.72 -0.12
C 7.2628 0.2118 -5.1029 0.06 -0.06 0.14
C 6.4786 -1.0862 -5.2534 0.03 0.03 -0.13
C 5.2074 -0.9335 -6.0885 -0.08 -0.12 0.02
C 4.1589 0.0222 -5.5141 0.07 0.16 -0.01
C 3.6668 -0.3138 -4.1070 -0.11 -0.03 -0.14
C 2.9654 -1.6636 -4.0194 0.05 0.07 0.18
H 6.6873 0.9715 -4.5699 0.03 0.00 -0.04
H 8.1798 0.0351 -4.5362 -0.02 0.08 -0.03
H 7.5431 0.6135 -6.0800 -0.04 0.03 0.03
H 6.2409 -1.4893 -4.2645 -0.03 0.00 -0.03
H 7.1228 -1.8265 -5.7385 -0.05 -0.02 0.05
H 4.7596 -1.9227 -6.2301 -0.01 0.03 0.00
H 5.4814 -0.5832 -7.0902 0.01 -0.01 0.03
H 3.3001 0.0398 -6.1955 0.01 -0.01 0.03
H 4.5579 1.0421 -5.5124 0.01 -0.03 -0.03
H 2.9636 0.4640 -3.7919 0.08 0.02 0.01
H 4.4959 -0.2843 -3.3936 0.00 0.03 -0.03
H 2.1095 -1.7055 -4.6984 0.04 -0.03 0.00
H 2.5989 -1.8171 -3.0024 -0.05 -0.16 -0.10
H 3.6423 -2.4846 -4.2670 -0.06 -0.02 0.02
C -1.4747 6.2948 5.7710 0.00 0.01 -0.16
C -0.7081 7.6089 5.6864 0.03 -0.07 0.12
C -0.9094 8.5082 6.9061 0.07 0.12 -0.05
C -2.3470 8.9786 7.1410 -0.05 -0.12 0.03
C -2.9832 9.7411 5.9795 0.00 0.08 0.11
C -2.2625 11.0408 5.6412 -0.06 -0.02 -0.15
H -2.5542 6.4585 5.8016 0.02 -0.02 0.02
H -1.2591 5.6770 4.8963 -0.04 -0.07 0.09
H -1.1851 5.7315 6.6609 -0.03 0.00 -0.04
H -0.9853 8.1389 4.7695 0.00 0.03 0.03
H 0.3589 7.3819 5.5981 -0.03 0.06 0.00
H -0.2522 9.3791 6.8125 -0.03 0.00 0.03
H -0.5712 7.9732 7.8001 -0.01 0.00 -0.05
H -2.3592 9.6157 8.0329 -0.01 0.00 -0.04
H -2.9771 8.1170 7.3830 0.04 0.01 -0.01
H -4.0178 9.9780 6.2474 0.02 -0.06 -0.03
H -3.0346 9.1081 5.0889 0.01 -0.02 0.04
H -2.2305 11.7058 6.5080 0.05 -0.02 -0.02
H -2.7841 11.5631 4.8356 0.07 0.04 0.04
H -1.2386 10.8596 5.3078 -0.02 0.03 0.04
C 0.4568 0.6052 -7.9239 -0.04 -0.09 -0.14
C 1.4005 1.3727 -8.8414 0.07 0.00 0.13
C 1.7319 2.7758 -8.3332 0.07 0.05 -0.10
C 0.5385 3.7270 -8.2147 -0.07 -0.07 0.10
C -0.2493 3.9508 -9.5050 0.04 0.12 0.04
C 0.5753 4.5933 -10.6142 -0.10 -0.07 -0.10
H -0.5168 1.0934 -7.8460 0.03 -0.02 0.04
H 0.2909 -0.4019 -8.3129 -0.04 0.02 0.09
H 0.8786 0.5136 -6.9197 -0.05 0.02 -0.01
H 0.9763 1.4199 -9.8490 0.02 0.04 0.01
H 2.3343 0.8080 -8.9288 -0.02 0.04 -0.05
H 2.4863 3.2185 -8.9917 -0.02 0.01 0.03
H 2.2060 2.6931 -7.3488 -0.01 -0.02 -0.03
H 0.9039 4.6936 -7.8498 -0.02 -0.02 -0.03
H -0.1461 3.3583 -7.4443 0.04 0.00 -0.02
H -1.0987 4.6039 -9.2819 0.00 -0.07 0.01
H -0.6733 3.0080 -9.8628 0.01 0.00 0.04
H 0.9803 5.5557 -10.2914 0.03 -0.04 -0.01
H -0.0476 4.7687 -11.4944 0.08 0.03 0.00
H 1.4066 3.9550 -10.9207 0.00 0.05 0.01
C -5.9322 -3.7115 3.3824 -0.02 -0.13 -0.22
C -5.5917 -2.5236 4.2551 0.18 0.15 0.22
C -6.3594 -2.4944 5.5764 0.01 0.13 0.02
C -7.8803 -2.3740 5.4467 0.00 -0.13 -0.03
C -8.3754 -1.1509 4.6759 -0.08 -0.01 0.12
C -7.9946 0.1719 5.3301 -0.01 0.07 -0.15
H -6.9802 -3.7098 3.0700 0.00 -0.02 0.02
H -5.3187 -3.7003 2.4784 -0.01 -0.12 0.04
H -5.7321 -4.6424 3.9184 0.00 -0.02 -0.10
H -5.7570 -1.5950 3.6974 -0.02 0.03 0.04
H -4.5207 -2.5627 4.4808 -0.10 0.06 0.01
H -5.9794 -1.6673 6.1847 -0.02 -0.03 0.01
H -6.1324 -3.4070 6.1376 0.02 0.03 -0.04
H -8.3119 -2.3569 6.4547 -0.02 0.03 -0.03
H -8.2777 -3.2753 4.9688 0.03 0.02 0.00
H -9.4674 -1.2030 4.6091 0.03 -0.02 -0.05
H -8.0040 -1.1713 3.6472 0.02 -0.04 0.03
H -8.3864 0.2301 6.3489 0.06 0.00 -0.01
H -8.4098 1.0079 4.7616 0.04 0.02 0.07
H -6.9118 0.3054 5.3692 -0.04 -0.01 0.04
C 1.3974 -8.0128 -4.1445 -0.10 -0.04 -0.12
C 2.4041 -8.1683 -5.2782 0.06 -0.04 0.13
C 3.6601 -7.3161 -5.0951 0.07 -0.01 -0.13
C 3.4248 -5.8041 -5.0654 -0.11 0.05 0.08
C 2.7313 -5.2247 -6.3007 0.15 0.05 0.05
C 3.5307 -5.4081 -7.5855 -0.14 0.01 -0.07
H 1.0157 -6.9919 -4.0805 0.01 -0.04 0.05
H 0.5432 -8.6743 -4.3049 0.01 0.05 0.08
H 1.8484 -8.2729 -3.1840 -0.03 0.06 -0.01
H 1.9214 -7.9388 -6.2331 0.04 0.02 0.00
H 2.7057 -9.2192 -5.3328 0.00 0.04 -0.06
H 4.3686 -7.5589 -5.8940 0.00 0.02 0.02
H 4.1522 -7.6068 -4.1605 -0.03 0.00 -0.02
H 4.3936 -5.3073 -4.9372 -0.03 0.00 -0.03
H 2.8380 -5.5440 -4.1789 0.03 -0.02 -0.02
H 2.5767 -4.1530 -6.1389 -0.05 -0.05 0.04
H 1.7365 -5.6629 -6.4226 0.02 0.00 0.05
H 4.5174 -4.9454 -7.5002 0.00 -0.05 -0.01
H 3.0106 -4.9388 -8.4240 0.08 -0.03 -0.01
H 3.6650 -6.4639 -7.8304 0.04 0.03 0.00
```
Forces are in eV/Å.

## Properties
LUMO level	1.884	eV
2S+1	1
E_HOMO	-5.43	eV
orbital gap	0.2688	hartree
total charge	-1
strongest force on any atom	5.3	eV/A

=====

Density functional theory data (ωB97M-V/def2-TZVPD) for C2H6O in the gas phase in a non-equilibrium geometry.

The geometry in XYZ format:
```
9
Properties=species:S:1:pos:R:3:forces:R:3
C -0.9377 -0.4232 0.1088 -0.05 -1.48 0.08
C 0.6793 1.0000 0.0337 0.92 1.31 -0.07
O 0.5883 -0.5877 0.2241 -1.71 0.89 -0.50
H -1.2879 0.0319 1.0385 0.44 -0.31 -0.30
H -1.3441 0.1741 -0.7215 0.85 -0.39 0.26
H -1.2302 -1.4651 0.0248 -0.53 -0.48 0.05
H 1.4170 1.2893 0.7736 0.57 -0.07 -0.03
H 1.0921 1.0717 -0.9776 0.27 0.10 0.05
H 1.0233 -1.0909 -0.5044 -0.77 0.43 0.46
```
Forces are in eV/Å.

## Properties
energy relative to the best compared isomer or geometry (same formula, charge and spin)	5.004	eV
LUMO level	0.535	eV
2S+1	1
E_HOMO	-6.86	eV
orbital gap	0.2717	hartree
strongest force on any atom	2.0	eV/A

=====

> Among the records above, which one has the highest E_HOMO?

C26H44HgO32PS5

=====

> The lowest LUMO level belongs to which entry?

C26H44HgO32PS5

=====

> Which formula does entry 1 have?

C26H44HgO32PS5

=====

> Which value of 2S+1 does entry 2 give?

1